Entry from OMol25: a 6-piece molecular cluster, C24H37N4O15P overall (wB97M-V/def2-TZVPD).

Results
strongest force on any atom: 0.0956 hartree/bohr
molar mass: 652.5 Da

CARTESIAN COORDINATES (ANGSTROEM)
C  -2.90216  -0.37426  2.46123
C  -3.11258  -1.92202  2.66285
C  -4.66960  -2.18071  2.52115
C  -2.42911  -2.76891  1.56635
C  -0.87113  -2.87047  1.71996
C  -0.29613  -3.34009  0.34258
C  0.85742  -4.32369  0.49949
N  1.66678  -5.10069  0.56340
C  0.03896  -2.15467  -0.67687
N  -0.54567  -0.87858  -0.36952
C  1.56910  -2.05969  -0.74996
N  2.68460  -1.91090  -0.83943
P  -0.62874  -2.72104  -2.34528
N  -2.20492  -2.55425  -2.42953
H  -2.31861  0.06886  3.29946
H  -3.87624  0.14645  2.46319
H  -2.39270  -0.11739  1.51567
H  -2.74717  -2.20545  3.67286
H  -4.85147  -3.19924  2.92378
H  -5.27317  -1.40089  3.01081
H  -4.86455  -2.21654  1.42812
H  -2.65151  -2.43081  0.53167
H  -2.83026  -3.80535  1.65817
H  -0.40942  -1.92648  2.07700
H  -0.63334  -3.62523  2.49939
H  -1.11094  -3.94023  -0.12845
H  -1.55646  -0.87906  -0.46705
H  -0.23273  -0.49116  0.51400
H  -0.33569  -4.11307  -2.42762
H  -0.00217  -1.98990  -3.39971
H  -2.61514  -3.47956  -2.56358
C  -3.64131  1.72768  -0.54030
C  -4.59045  2.11895  -1.64061
O  -5.47333  1.00067  -1.70872
C  -5.44025  0.37974  -0.50102
O  -6.18436  -0.48692  -0.17100
O  -4.44648  0.87933  0.28349
H  -3.27698  2.58230  0.02363
H  -2.78587  1.15613  -0.90767
H  -5.16989  3.01274  -1.39614
H  -4.08666  2.27429  -2.59305
C  0.13773  3.11916  4.27265
C  -1.14599  3.89903  4.20685
O  -1.52248  3.76875  2.83423
C  -0.93081  2.64514  2.35654
O  -1.17262  2.15772  1.29570
O  -0.03333  2.14724  3.23914
H  0.28723  2.63786  5.23999
H  1.01269  3.73210  4.03896
H  -1.93130  3.46621  4.83107
H  -1.01632  4.94565  4.47675
C  1.51793  2.21819  9.64487
C  0.23475  3.00412  9.59075
O  -0.14599  2.88651  8.21957
C  0.43990  1.76358  7.72895
O  0.19256  1.28833  6.66478
O  1.33990  1.25590  8.60542
H  1.67079  1.72905  10.60489
H  2.39400  2.82858  9.41439
H  -0.55014  2.56961  10.21361
H  0.36931  4.04768  9.86899
C  4.32523  -1.76620  -3.89137
C  3.14020  -1.43458  -4.75575
O  3.40790  -0.09031  -5.15275
C  4.75073  0.10157  -5.06243
O  5.32070  1.06045  -5.47985
O  5.35475  -0.93850  -4.43805
H  4.60294  -2.81734  -3.94541
H  4.17096  -1.49405  -2.84618
H  3.08255  -2.06180  -5.64897
H  2.19707  -1.50094  -4.21605
C  6.05548  0.98069  -8.79861
C  4.74926  1.71615  -8.92078
O  4.44960  1.59338  -10.31226
C  5.10492  0.49596  -10.77715
O  4.93703  0.01847  -11.85238
O  5.97569  0.01662  -9.84949
H  6.17159  0.49424  -7.83288
H  6.91872  1.62623  -8.97717
H  3.94920  1.24787  -8.34294
H  4.82797  2.76180  -8.63039

Here are the Mulliken charges for atoms 1 to 6, given in e: atom 1 (C): -0.72, atom 2 (C): 0.59, atom 3 (C): -1.62, atom 4 (C): -0.87, atom 5 (C): -0.97, atom 6 (C): -0.13

***

Entry from OMol25: a 6-piece molecular cluster, C24H37NO20P overall (wB97M-V/def2-TZVPD).

Results
strongest force on any atom: 0.0262 hartree/bohr
charge: +1
molar mass: 690.5 Da

CARTESIAN COORDINATES (ANGSTROEM)
C  3.31701  4.30370  1.10222
C  4.44079  3.46502  0.59199
O  5.30979  3.90011  -0.10949
O  4.43729  2.18019  1.00720
C  4.38453  1.16475  -0.02148
C  3.47893  -0.01001  0.37411
C  2.50266  0.22466  1.51937
C  1.38493  1.22395  1.23000
C  0.86061  1.28081  -0.21268
C  -0.54331  1.91857  -0.02700
P  -1.77288  1.71785  -1.38253
O  -3.09271  1.50115  -0.78928
O  -1.18818  0.57010  -2.29409
O  -1.63333  3.02095  -2.26856
C  -0.93939  1.21362  1.21063
N  0.08911  0.83716  1.87327
H  3.08948  4.06858  2.13802
H  2.42865  4.11497  0.49937
H  3.57974  5.34967  1.00563
H  4.14149  1.61233  -0.98418
H  5.38476  0.75518  -0.11461
H  4.15032  -0.79497  0.71666
H  2.98334  -0.41702  -0.50452
H  2.02949  -0.72824  1.76027
H  3.07828  0.54074  2.38331
H  1.62006  2.18808  1.67285
H  0.65022  0.23419  -0.42326
H  1.48063  1.73866  -0.97170
H  -0.46410  2.98171  0.22006
H  -1.13328  -0.25685  -1.76557
H  -0.71761  3.27341  -2.45202
H  -1.94043  1.02907  1.57285
H  0.01906  0.36142  2.76466
C  3.77047  4.73090  -2.77744
C  4.17438  4.74042  -4.23919
O  3.51993  3.56263  -4.73326
C  2.47772  3.26807  -3.93926
O  1.65861  2.43734  -4.14777
O  2.50167  4.04712  -2.81688
H  3.65397  5.72316  -2.35154
H  4.44674  4.14924  -2.15578
H  3.79623  5.60974  -4.77741
H  5.24579  4.65894  -4.39293
C  8.92280  0.11535  -3.06052
C  7.57983  -0.49149  -3.42846
O  7.11795  -0.98219  -2.16141
C  7.73785  -0.28848  -1.17860
O  7.45156  -0.35175  -0.02627
O  8.71712  0.48170  -1.68923
H  9.18331  0.99255  -3.64464
H  9.73670  -0.60832  -3.10947
H  6.87171  0.25398  -3.79399
H  7.64541  -1.30689  -4.14214
C  -4.38434  -2.87269  -0.27310
C  -3.77374  -3.25925  1.06105
O  -2.38862  -2.88429  0.86912
C  -2.35283  -1.94428  -0.06969
O  -1.37042  -1.27959  -0.30561
O  -3.51103  -1.80288  -0.69165
H  -5.40479  -2.51054  -0.20514
H  -4.33390  -3.67394  -1.00957
H  -4.16794  -2.67700  1.89229
H  -3.85948  -4.31345  1.29390
C  -6.07154  -7.14711  1.20114
C  -7.33659  -7.40746  2.00544
O  -7.33695  -6.30336  2.93186
C  -6.62986  -5.30114  2.39895
O  -6.56328  -4.18237  2.80442
O  -5.96040  -5.71754  1.30235
H  -6.13179  -7.44772  0.15990
H  -5.19211  -7.59816  1.66163
H  -8.24048  -7.35104  1.39934
H  -7.32338  -8.34578  2.55021
C  -6.33103  -1.04011  2.88268
C  -7.33711  0.08201  2.69138
O  -7.08725  0.90372  3.83752
C  -5.82220  0.68654  4.26195
O  -5.25116  1.33638  5.07189
O  -5.28912  -0.37958  3.61530
H  -5.93296  -1.43204  1.95205
H  -6.72598  -1.86014  3.47439
H  -7.14608  0.67223  1.79316
H  -8.36938  -0.25498  2.68745

Here are the Mulliken charges for atoms 1 to 6, given in e: atom 1 (C): -1.07, atom 2 (C): 0.80, atom 3 (O): -0.56, atom 4 (O): -0.36, atom 5 (C): 0.30, atom 6 (C): -0.88

***

Entry from OMol25: a 6-piece molecular cluster, C24H38ClFNO10 overall (wB97M-V/def2-TZVPD).

Results
strongest force on any atom: 0.0651 hartree/bohr
charge: +1
molar mass: 555.0 Da

CARTESIAN COORDINATES (ANGSTROEM)
F  1.95364  2.10806  3.01580
C  1.72703  2.69923  1.65116
C  3.11151  3.37556  1.00058
C  3.01452  4.81393  1.84386
Cl  4.25893  6.14220  1.48273
C  1.41671  5.13175  1.46520
N  0.76264  3.83215  1.95241
H  1.23342  1.81116  1.05948
H  4.07793  2.72661  1.12170
H  2.78078  3.50649  -0.13263
H  3.07623  4.50715  2.99390
H  1.12690  6.04719  2.13486
H  1.33382  5.37218  0.29894
H  -0.26187  3.69708  1.77037
H  0.86592  3.93542  3.00668
O  -0.66279  7.69581  0.23709
C  0.34290  8.10308  -0.32050
O  1.61230  7.71969  0.00478
C  2.54246  8.47228  -0.77251
C  1.76633  8.94486  -1.97385
C  0.37517  9.12125  -1.41980
H  2.91394  9.30365  -0.16424
H  3.38588  7.83602  -1.05613
H  2.17740  9.85345  -2.42178
H  1.75903  8.16217  -2.74220
H  0.23160  10.11633  -0.98967
H  -0.38666  8.91138  -2.17412
O  -1.51016  0.55955  -2.24153
C  -1.80664  0.45526  -1.06280
O  -1.21364  1.15961  -0.05462
C  -1.72815  0.70846  1.19738
C  -3.05680  0.07546  0.87656
C  -2.83022  -0.48625  -0.50422
H  -1.02013  -0.00702  1.62862
H  -1.83455  1.55690  1.87961
H  -3.36412  -0.67532  1.60938
H  -3.83521  0.84712  0.83585
H  -2.40740  -1.49412  -0.46919
H  -3.74643  -0.47068  -1.09897
O  -4.19137  -2.60439  1.63441
C  -4.78895  -3.28610  0.81810
O  -5.06784  -4.61285  0.97982
C  -5.67641  -5.11189  -0.21030
C  -6.24861  -3.90222  -0.90181
C  -5.28043  -2.81256  -0.51620
H  -4.90949  -5.61076  -0.81207
H  -6.45188  -5.83859  0.04889
H  -6.35262  -4.03296  -1.98220
H  -7.23999  -3.67462  -0.49147
H  -4.43579  -2.75501  -1.20836
H  -5.77910  -1.84425  -0.43176
O  -1.08253  -4.10486  -0.79984
C  -0.20163  -3.73305  -0.04225
O  -0.20166  -3.95291  1.30529
C  0.91877  -3.28903  1.88811
C  1.90276  -3.10654  0.76233
C  1.00478  -2.93615  -0.43684
H  0.58128  -2.33395  2.30416
H  1.33126  -3.90133  2.69530
H  2.58636  -2.26806  0.91975
H  2.50431  -4.01605  0.64429
H  0.71217  -1.89242  -0.58109
H  1.46426  -3.33867  -1.34253
O  4.59856  -4.87443  -0.49869
C  3.90410  -5.70132  -1.06628
O  3.82357  -5.83858  -2.42232
C  2.83987  -6.82342  -2.73571
C  2.71212  -7.66707  -1.49440
C  2.98697  -6.67605  -0.39179
H  1.90446  -6.31416  -2.99031
H  3.16880  -7.41210  -3.59704
H  1.74038  -8.16030  -1.40724
H  3.48705  -8.44328  -1.49200
H  2.07873  -6.15401  -0.07814
H  3.47550  -7.15115  0.46204

Here are the Mulliken charges for atoms 1 to 6, given in e: atom 1 (F): -0.35, atom 2 (C): 0.21, atom 3 (C): -0.57, atom 4 (C): -0.09, atom 5 (Cl): -0.13, atom 6 (C): -0.51

***

For each record above, in turn, the calculated DFT total energy values are -2625.65456, -2837.57991, -2304.24558 a.u..